{
  "formula": "C33H49BCuN10OP",
  "method": "ωB97M-V with the def2-TZVPD basis set",
  "species": ["Cu", "C", "C", "N", "N", "C", "B", "N", "C", "C", "C", "N", "N", "C", "C", "C", "N", "N", "C", "C", "C", "N", "H", "H", "H", "H", "H", "H", "H", "H", "H", "H", "H", "H", "N", "C", "C", "C", "N", "H", "H", "H", "H", "O", "P", "C", "C", "C", "C", "C", "C", "C", "C", "C", "C", "C", "C", "C", "C", "C", "C", "C", "C", "H", "H", "H", "H", "H", "H", "H", "H", "H", "H", "H", "H", "H", "H", "H", "H", "H", "H", "H", "H", "H", "H", "H", "H", "H", "H", "H", "H", "H", "H", "H", "H", "H"],
  "xyz": [[-1.3211, -0.9534, -0.2913], [-0.5288, -2.0483, 3.6515], [-0.1061, -1.6334, 2.3919], [-1.1516, -1.2876, 1.6476], [-2.2595, -1.4663, 2.3995], [-1.9031, -1.9347, 3.6069], [-3.6717, -1.3436, 1.7440], [-3.7470, -2.4805, 0.6965], [-4.5129, -3.5788, 0.5809], [-4.0637, -4.3101, -0.5028], [-2.9899, -3.5749, -1.0028], [-2.8009, -2.4779, -0.2743], [-3.7904, 0.0324, 1.0164], [-4.8089, 0.9102, 1.0960], [-4.5567, 1.9466, 0.2200], [-3.3364, 1.6102, -0.3728], [-2.8848, 0.4571, 0.1115], [-4.7386, -1.3932, 2.8122], [-4.7775, -0.6493, 3.9494], [-6.0355, -0.7589, 4.4832], [-6.7173, -1.6032, 3.5866], [-5.9465, -1.9636, 2.5759], [0.0738, -2.3823, 4.4775], [0.8841, -1.5721, 1.9745], [-2.6445, -2.1782, 4.3461], [-5.3299, -3.7409, 1.2608], [-4.4591, -5.2396, -0.8722], [-2.3492, -3.7810, -1.8462], [-5.6390, 0.7352, 1.7601], [-5.1669, 2.8140, 0.0403], [-2.7659, 2.1465, -1.1155], [-3.9309, -0.0667, 4.2697], [-6.4044, -0.3140, 5.3911], [-7.7353, -1.9571, 3.6350], [-2.7914, -0.7577, -2.7887], [-2.7815, -0.7209, -4.1282], [-1.4615, -0.7913, -4.5240], [-0.7378, -0.8736, -3.3304], [-1.5550, -0.8511, -2.2856], [-3.5770, -0.7479, -2.1548], [-3.6953, -0.6477, -4.6934], [-1.0809, -0.7902, -5.5297], [0.3245, -0.9536, -3.1765], [0.5809, -0.3643, -0.3554], [1.8419, 0.4094, -0.6869], [1.4613, 1.7990, -1.8064], [0.0383, 2.3515, -1.5746], [-0.1039, 3.7029, -2.2657], [0.7980, 4.7555, -1.6002], [2.0671, 4.1279, -1.0017], [2.5195, 2.9294, -1.8304], [2.5930, 1.0251, 0.8430], [1.5330, 1.6576, 1.7599], [2.2190, 2.4208, 2.9034], [3.5123, 1.7259, 3.3588], [3.4068, 0.2242, 3.1261], [3.3464, -0.0808, 1.6206], [2.9933, -0.6414, -1.6201], [4.3905, -0.0247, -1.8627], [5.4074, -1.1103, -2.2476], [4.7345, -2.2133, -3.0588], [3.7004, -2.9674, -2.2005], [3.1259, -2.0764, -1.0909], [1.4553, 1.3193, -2.7928], [-0.1785, 2.4665, -0.5090], [-0.6851, 1.6318, -1.9571], [-1.1440, 4.0328, -2.2462], [0.1622, 3.5892, -3.3210], [0.2450, 5.2756, -0.8158], [1.0759, 5.5120, -2.3361], [1.8820, 3.8084, 0.0268], [2.8642, 4.8702, -0.9494], [3.4949, 2.5712, -1.4971], [2.6601, 3.2516, -2.8652], [3.3081, 1.8005, 0.5469], [0.9049, 0.8568, 2.1540], [0.8586, 2.3234, 1.2230], [1.5219, 2.4973, 3.7403], [2.4399, 3.4429, 2.5865], [3.7121, 1.9478, 4.4068], [4.3675, 2.1119, 2.7953], [2.5050, -0.1520, 3.6190], [4.2482, -0.3084, 3.5698], [2.8704, -1.0512, 1.4687], [4.3600, -0.1760, 1.2246], [2.4899, -0.7164, -2.5930], [4.7422, 0.4997, -0.9701], [4.3267, 0.7176, -2.6611], [5.8484, -1.5433, -1.3456], [6.2275, -0.6593, -2.8063], [5.4770, -2.9085, -3.4502], [4.2495, -1.7657, -3.9321], [4.1609, -3.8446, -1.7431], [2.8908, -3.3362, -2.8351], [3.8007, -2.0830, -0.2351], [2.1645, -2.4605, -0.7459]],
  "forces_ev_per_a": [[-0.111, -0.173, 0.067], [0.001, 0.022, 0.056], [-0.004, 0.029, -0.130], [0.007, -0.041, 0.186], [0.054, 0.064, -0.089], [-0.027, -0.063, 0.004], [0.087, 0.105, 0.085], [-0.019, -0.034, -0.016], [0.004, -0.057, -0.076], [-0.002, 0.025, 0.035], [-0.006, 0.033, 0.047], [0.052, 0.126, -0.043], [-0.036, -0.034, 0.028], [0.049, -0.005, -0.038], [0.000, -0.043, 0.009], [-0.046, 0.019, 0.061], [-0.008, 0.058, -0.091], [-0.028, -0.078, -0.072], [-0.130, 0.086, -0.017], [0.087, -0.057, 0.055], [-0.002, 0.007, -0.121], [-0.020, -0.007, 0.125], [-0.008, -0.012, -0.016], [-0.007, -0.010, 0.000], [-0.041, 0.022, 0.038], [0.007, 0.008, -0.010], [0.001, 0.013, 0.006], [0.005, 0.005, 0.011], [-0.004, 0.013, -0.002], [0.012, -0.001, 0.006], [-0.017, -0.008, 0.016], [0.061, -0.015, 0.031], [0.007, 0.004, -0.020], [0.018, 0.010, -0.004], [-0.032, -0.004, -0.017], [0.042, 0.019, -0.017], [-0.046, -0.009, -0.002], [0.019, -0.012, -0.039], [0.033, 0.007, 0.014], [0.026, 0.015, 0.007], [0.014, -0.004, 0.008], [-0.004, 0.000, 0.011], [0.017, -0.010, 0.018], [0.131, -0.189, -0.163], [-0.222, 0.107, 0.079], [-0.016, 0.007, 0.005], [0.033, 0.014, 0.033], [0.014, 0.002, 0.006], [0.016, -0.002, 0.003], [-0.015, 0.006, -0.027], [0.025, 0.006, -0.017], [0.070, 0.031, -0.022], [0.015, 0.001, 0.058], [-0.005, -0.013, -0.017], [-0.004, 0.010, -0.024], [-0.020, -0.005, -0.033], [0.007, -0.025, 0.023], [0.045, -0.044, 0.030], [-0.037, 0.019, 0.038], [-0.017, -0.034, -0.007], [0.010, -0.023, 0.014], [0.034, 0.007, -0.042], [-0.001, 0.034, -0.008], [0.012, 0.016, -0.012], [0.006, -0.027, -0.026], [-0.012, 0.002, -0.006], [0.000, 0.006, -0.010], [-0.005, -0.005, 0.002], [0.006, -0.005, 0.005], [-0.009, 0.005, 0.004], [-0.008, -0.001, 0.016], [0.005, -0.008, -0.001], [-0.016, 0.022, -0.006], [0.013, -0.007, 0.001], [-0.013, 0.011, 0.029], [-0.006, 0.017, 0.001], [0.025, 0.008, -0.024], [0.000, 0.005, -0.007], [-0.006, 0.000, -0.003], [0.000, -0.004, 0.002], [0.001, 0.001, 0.008], [0.009, -0.002, 0.009], [0.006, 0.001, 0.002], [-0.024, -0.004, -0.008], [0.003, 0.014, -0.005], [-0.027, 0.000, -0.020], [-0.011, 0.017, -0.009], [-0.008, 0.004, 0.004], [0.005, -0.005, -0.012], [0.005, 0.003, 0.004], [-0.008, -0.004, -0.002], [0.000, 0.004, 0.010], [0.000, -0.005, -0.013], [0.003, -0.001, 0.001], [-0.007, 0.010, 0.028], [-0.006, 0.009, 0.007]],
  "total_charge": 1,
  "fmax_ev_per_a": 0.3,
  "relative_energy_ev": 0.0000,
  "s2": 0.752,
  "gap_ev": [9.74, 8.42],
  "spin_multiplicity": 2
}



{
  "formula": "C33H49ClN7O5PS2Ti",
  "method": "ωB97M-V with the def2-TZVPD basis set",
  "species": ["Ti", "N", "C", "C", "C", "N", "H", "H", "H", "H", "H", "H", "H", "H", "H", "H", "C", "C", "N", "N", "C", "S", "N", "N", "H", "H", "H", "H", "H", "H", "Cl", "C", "C", "C", "C", "C", "C", "C", "O", "O", "H", "H", "H", "H", "N", "C", "C", "C", "C", "C", "C", "S", "O", "O", "O", "H", "H", "H", "H", "H", "H", "C", "C", "C", "C", "P", "C", "C", "C", "C", "C", "C", "C", "C", "C", "C", "H", "H", "H", "H", "H", "H", "H", "H", "H", "H", "H", "H", "H", "H", "H", "H", "H", "H", "H", "H", "H", "H", "H"],
  "xyz": [[-0.2196, 0.2390, 0.2800], [0.6668, -0.3708, 2.1792], [1.6660, 0.2715, 3.0979], [1.5659, 1.7734, 3.1447], [1.9334, 2.3691, 1.8120], [0.8841, 2.0859, 0.7783], [-0.1619, -0.6170, 2.7189], [1.0315, -1.2932, 1.8793], [2.6620, -0.0119, 2.7580], [1.5248, -0.1613, 4.0862], [2.2581, 2.1413, 3.9021], [0.5642, 2.1000, 3.4514], [2.8763, 1.9515, 1.4548], [2.0559, 3.4486, 1.8782], [1.2287, 2.3931, -0.1294], [0.1005, 2.7065, 0.9784], [1.7100, -5.6854, -0.5522], [0.4577, -4.9543, -0.2368], [-0.7548, -5.4171, -0.3126], [-1.5326, -4.3732, 0.0898], [-0.8555, -3.2913, 0.4351], [-1.6161, -1.8428, 1.0387], [0.4256, -3.6472, 0.2197], [1.5285, -2.8494, 0.5079], [1.4495, -6.6595, -0.9585], [2.3127, -5.8395, 0.3456], [2.3120, -5.1424, -1.2822], [-2.5355, -4.4842, 0.1209], [2.2833, -3.4400, 0.8489], [1.8692, -2.3417, -0.3167], [0.8218, -1.0657, -7.7877], [0.6438, -0.7865, -6.1211], [0.8479, 0.5037, -5.6221], [0.7013, 0.7300, -4.2754], [0.3600, -0.3372, -3.4248], [0.1661, -1.6325, -3.9384], [0.3007, -1.8553, -5.2861], [0.2245, -0.1073, -2.0424], [0.0144, -1.0451, -1.1608], [0.2816, 1.0627, -1.4689], [1.1215, 1.3032, -6.2970], [0.8612, 1.7214, -3.8711], [-0.0909, -2.4483, -3.2750], [0.1523, -2.8390, -5.7095], [2.7701, -0.4229, -0.4197], [4.1446, -0.6414, 0.0010], [5.2114, -0.2374, -0.7688], [6.5053, -0.4945, -0.3169], [6.7190, -1.1244, 0.9028], [5.6257, -1.5338, 1.6667], [4.3431, -1.2995, 1.2122], [8.3427, -1.3788, 1.5721], [8.3714, -2.8149, 1.7922], [9.2145, -0.8761, 0.5265], [8.2852, -0.5806, 2.7863], [2.7087, 0.1527, -1.2501], [2.2945, 0.0278, 0.3560], [5.0415, 0.2725, -1.7152], [7.3737, -0.1918, -0.8907], [5.8124, -2.0328, 2.6115], [3.4867, -1.6222, 1.8051], [-4.2280, 3.4925, 1.0679], [-2.8166, 3.3203, 0.4871], [-1.8406, 3.9107, 1.5152], [-2.6345, 4.1201, -0.8098], [-2.5679, 1.4450, 0.1544], [-3.2595, 0.6667, 1.6249], [-2.4640, 0.7505, 2.7760], [-2.8964, 0.2408, 3.9904], [-4.1396, -0.3741, 4.0642], [-4.9335, -0.4731, 2.9268], [-4.5014, 0.0432, 1.7127], [-3.4677, 0.9268, -1.4235], [-4.9254, 1.3989, -1.5054], [-3.4356, -0.6083, -1.4877], [-2.7225, 1.4719, -2.6680], [-4.4222, 4.5673, 1.1163], [-4.2994, 3.0944, 2.0801], [-5.0124, 3.0433, 0.4698], [-2.2603, 4.8593, 1.8571], [-0.8819, 4.1820, 1.0695], [-1.6998, 3.3025, 2.4058], [-2.6010, 5.1815, -0.5520], [-3.4593, 3.9856, -1.5016], [-1.7035, 3.8788, -1.3277], [-1.4993, 1.2471, 2.7380], [-2.2778, 0.3306, 4.8747], [-4.4912, -0.7720, 5.0074], [-5.9029, -0.9511, 2.9836], [-5.1441, -0.0545, 0.8486], [-5.5639, 1.0480, -0.6954], [-5.3240, 0.9876, -2.4362], [-5.0134, 2.4785, -1.5728], [-3.8813, -1.0881, -0.6173], [-2.4229, -1.0005, -1.6019], [-4.0045, -0.9105, -2.3697], [-3.1212, 2.4294, -2.9869], [-2.8757, 0.7679, -3.4885], [-1.6511, 1.5975, -2.5343]],
  "forces_ev_per_a": [[0.021, -0.422, 0.421], [0.102, -0.140, -0.097], [0.064, -0.176, -0.003], [-0.192, 0.023, -0.002], [0.057, 0.066, -0.177], [-0.224, -0.111, 0.022], [0.015, -0.029, 0.037], [-0.003, 0.103, 0.077], [0.011, 0.003, 0.009], [0.005, -0.044, 0.041], [0.011, 0.003, -0.002], [0.043, 0.027, 0.038], [0.024, 0.005, -0.021], [0.007, 0.058, -0.010], [0.029, 0.002, -0.004], [-0.054, 0.154, 0.029], [-0.096, 0.015, 0.012], [-0.070, -0.091, -0.034], [0.048, 0.340, 0.109], [-0.389, -0.381, -0.147], [-0.053, 0.286, -0.141], [0.393, -0.023, 0.064], [0.399, 0.061, -0.005], [0.027, 0.089, 0.171], [0.000, 0.010, 0.007], [-0.018, 0.011, -0.013], [-0.012, 0.006, 0.016], [0.018, -0.011, -0.003], [-0.048, 0.029, 0.090], [-0.091, 0.044, 0.094], [0.007, -0.013, -0.075], [0.004, 0.003, -0.018], [-0.002, 0.020, 0.021], [-0.018, -0.039, -0.058], [0.084, -0.019, -0.260], [0.035, 0.015, -0.043], [0.005, -0.002, 0.013], [0.158, 0.095, 0.665], [-0.202, 0.320, -0.453], [-0.056, -0.490, -0.186], [-0.007, -0.034, 0.001], [-0.016, -0.026, 0.015], [-0.006, 0.031, 0.007], [0.010, 0.028, -0.009], [0.066, -0.325, -0.135], [-0.429, -0.068, 0.068], [0.132, 0.034, -0.107], [0.086, -0.034, 0.110], [-0.772, 0.154, -0.256], [0.140, 0.010, -0.042], [-0.072, -0.068, 0.080], [0.703, -0.073, 0.096], [-0.035, 0.184, -0.043], [-0.110, -0.108, 0.212], [-0.023, -0.073, -0.134], [0.232, 0.217, 0.099], [0.058, 0.385, -0.068], [0.059, -0.029, 0.077], [-0.031, -0.021, 0.039], [-0.009, 0.037, -0.051], [0.086, -0.046, -0.075], [0.027, 0.078, 0.010], [0.198, -0.071, -0.095], [0.022, -0.041, -0.022], [-0.079, -0.033, 0.024], [-0.113, 0.306, -0.109], [0.016, -0.005, 0.215], [-0.084, -0.015, -0.013], [-0.060, -0.041, -0.034], [-0.012, -0.002, -0.034], [0.035, -0.003, 0.027], [-0.074, -0.075, 0.050], [0.230, -0.082, -0.026], [-0.061, -0.077, -0.011], [-0.041, -0.073, -0.054], [-0.060, -0.005, 0.065], [-0.033, -0.046, 0.001], [0.028, 0.020, -0.009], [-0.048, -0.040, -0.072], [-0.013, -0.035, -0.007], [0.066, -0.027, -0.026], [0.015, -0.051, 0.062], [-0.018, -0.043, -0.011], [-0.057, -0.026, -0.060], [0.014, -0.003, 0.039], [0.037, 0.072, -0.011], [-0.012, -0.003, -0.016], [0.002, 0.009, -0.030], [0.023, 0.010, 0.018], [0.060, 0.028, 0.094], [0.071, 0.021, -0.068], [-0.041, 0.032, 0.028], [0.013, 0.068, 0.006], [0.003, 0.031, -0.061], [-0.078, 0.053, -0.013], [0.000, 0.017, 0.016], [-0.039, 0.075, 0.004], [-0.015, 0.030, 0.009], [-0.025, -0.027, 0.042]],
  "total_charge": 2,
  "fmax_ev_per_a": 0.8,
  "relative_energy_ev": 2.9241,
  "gap_ev": 2.01
}